No. 1
DFT (wB97M-V/def2-TZVPD) results for a 4-piece molecular cluster, C8H26N2O4 overall at a distorted geometry.

```
40
Properties=species:S:1:pos:R:3:mulliken_charge:R:1
O -1.032 0.055 -0.550 -0.70
H -0.593 -0.171 -1.370 0.35
H -0.325 0.334 0.031 0.36
O -3.241 0.522 0.815 -0.64
H -2.495 0.236 0.288 0.44
H -3.389 1.430 0.549 0.27
C 0.040 2.901 1.151 -1.33
C 0.952 1.986 1.919 0.19
C 0.231 1.403 3.161 -0.72
O 0.094 2.419 4.095 -0.30
C -0.281 2.004 5.373 -0.74
N 1.350 0.896 1.036 -0.58
H -0.789 2.410 0.641 0.24
H 0.697 3.390 0.431 0.33
H -0.321 3.678 1.826 0.40
H 1.807 2.576 2.250 0.45
H 0.867 0.606 3.545 0.40
H -0.747 1.023 2.864 0.38
H -1.271 1.552 5.304 0.31
H -0.293 2.906 5.984 0.24
H 0.438 1.301 5.793 0.30
H 1.896 0.303 1.645 0.21
H 2.092 1.269 0.460 0.23
C 0.056 -3.475 -1.344 -1.36
C -0.535 -2.850 -2.581 0.37
C 0.314 -1.795 -3.334 -0.72
O 0.806 -0.778 -2.458 -0.40
C 1.293 0.391 -3.100 -0.73
N -0.750 -3.974 -3.492 -0.75
H 0.227 -2.726 -0.571 0.28
H 0.939 -4.073 -1.569 0.32
H -0.674 -4.197 -0.979 0.37
H -1.443 -2.350 -2.243 0.39
H -0.387 -1.269 -3.982 0.34
H 1.109 -2.209 -3.954 0.39
H 1.678 0.964 -2.257 0.15
H 0.498 1.011 -3.513 0.33
H 2.116 0.199 -3.788 0.35
H 0.195 -4.256 -3.710 0.30
H -1.129 -3.641 -4.366 0.28
```

Output
energy relative to the best compared isomer or geometry (same formula, charge and spin): 71.23 kJ/mol
structure (SMILES): COC[C@H](C)N.COC[C@H](C)N.O.O
HOMO energy: -9.7505 eV
largest force on an atom: 1.5 eV/Å
gap between HOMO and LUMO: 10.386 eV



No. 2
DFT (wB97M-V/def2-TZVPD) results for C8H27AsF6O5 as an isolated structure at a distorted geometry.

```
47
Properties=species:S:1:pos:R:3:mulliken_charge:R:1
O -8.210 -6.457 13.285 0.08
H -9.096 -6.452 12.812 0.52
H -7.733 -7.344 13.211 0.32
H -8.392 -6.226 14.233 0.02
As -8.215 -3.070 12.070 1.97
F -7.182 -2.288 13.233 -0.49
F -9.339 -1.739 12.243 -0.51
F -9.365 -3.869 11.012 -0.50
F -7.137 -4.420 11.847 -0.49
F -9.027 -3.847 13.446 -0.54
F -7.426 -2.259 10.748 -0.49
C -10.278 -8.657 16.617 -1.25
C -9.190 -7.625 16.320 0.22
O -9.735 -6.592 15.501 -0.41
H -10.672 -9.054 15.681 0.21
H -11.094 -8.217 17.193 0.39
H -9.892 -9.509 17.182 0.39
H -8.431 -8.171 15.760 0.02
H -8.760 -7.219 17.236 0.27
H -10.528 -6.248 15.921 0.24
C -6.244 -3.231 16.166 -1.23
C -7.244 -4.382 16.269 -0.03
O -6.713 -5.533 15.587 -0.31
H -5.275 -3.533 16.578 0.38
H -6.547 -2.334 16.705 0.37
H -6.112 -2.997 15.111 0.28
H -8.119 -4.080 15.695 0.14
H -7.471 -4.644 17.305 0.28
H -5.822 -5.665 15.928 0.22
C -10.439 -8.892 11.936 -0.61
C -11.125 -7.643 11.402 -0.29
O -10.574 -6.475 12.000 -0.50
H -10.579 -8.965 13.017 -0.05
H -9.370 -8.828 11.733 0.12
H -10.904 -9.775 11.503 0.42
H -12.182 -7.738 11.692 0.29
H -11.139 -7.573 10.311 0.34
H -11.070 -5.719 11.664 0.23
C -5.198 -7.642 12.227 -1.07
C -5.787 -9.002 12.608 -0.21
O -7.024 -8.821 13.289 -0.44
H -4.383 -7.805 11.525 0.41
H -4.934 -7.103 13.132 0.25
H -5.948 -7.092 11.653 0.24
H -5.082 -9.569 13.222 0.32
H -5.919 -9.590 11.693 0.30
H -7.261 -9.560 13.852 0.22
```

Output
energy relative to the best compared isomer or geometry (same formula, charge and spin): 97.05 kJ/mol
HOMO energy: -10.5194 eV
largest force on an atom: 1.3 eV/Å
gap between HOMO and LUMO: 10.302 eV



No. 3
DFT (wB97M-V/def2-TZVPD) results for a 3-piece molecular cluster, C8H27FN2O8P3 overall at a distorted geometry.

```
49
Properties=species:S:1:pos:R:3:mulliken_charge:R:1
N -2.364 0.405 -4.537 -0.56
P -1.698 1.715 -5.048 0.37
N -2.237 3.121 -4.032 -0.38
C -1.142 4.063 -3.597 -0.67
C -0.228 3.482 -2.501 -0.08
F 0.973 3.082 -3.012 -0.26
H -2.931 0.590 -3.713 0.21
H -2.200 1.936 -6.358 0.16
H -0.279 1.623 -5.046 0.17
H -2.770 2.755 -3.237 0.41
H -2.880 3.670 -4.614 0.39
H -0.590 4.466 -4.451 0.39
H -1.641 4.932 -3.151 0.42
H -0.743 2.639 -2.014 0.13
H -0.100 4.240 -1.722 0.31
C -2.444 -1.927 -1.403 -0.82
O -2.635 -0.707 -0.656 -0.15
P -3.450 -0.812 0.818 0.90
O -3.888 0.617 0.902 -0.65
O -2.103 -1.123 1.647 -0.32
C -1.038 -0.173 1.612 -0.57
O -4.360 -1.469 2.055 -0.28
C -5.627 -2.038 1.674 -0.73
H -1.893 -1.675 -2.307 0.25
H -1.870 -2.658 -0.827 0.36
H -3.409 -2.354 -1.682 0.33
H -1.395 0.831 1.378 0.35
H -0.299 -0.482 0.873 0.23
H -0.562 -0.160 2.590 0.20
H -5.484 -2.859 0.970 0.33
H -6.268 -1.274 1.229 0.33
H -6.105 -2.427 2.570 0.24
C 6.079 -1.020 1.234 -0.72
O 4.777 -0.457 1.496 -0.31
P 3.789 -1.321 2.557 0.89
O 2.472 -0.765 2.119 -0.48
O 4.409 -0.566 3.847 -0.31
C 4.309 0.852 3.927 -0.63
O 3.265 -2.544 3.571 -0.27
C 3.138 -3.847 2.973 -0.71
H 6.607 -0.354 0.555 0.24
H 6.652 -1.111 2.161 0.32
H 5.983 -1.999 0.762 0.31
H 3.480 1.237 3.332 0.31
H 5.242 1.304 3.589 0.24
H 4.152 1.118 4.971 0.24
H 4.101 -4.193 2.595 0.32
H 2.409 -3.823 2.159 0.32
H 2.796 -4.538 3.739 0.25
```

Output
HOMO energy: -11.5122 eV
charge: +1
largest force on an atom: 7.6 eV/Å
gap between HOMO and LUMO: 7.734 eV



Computed DFT total energy (a.u.) in order:
-730.8264 -3532.2451 -2156.0075